[1]
Computed, not measured: a single C20H18N2O3S2 molecule in a non-equilibrium geometry, with ωB97M-V/def2-TZVPD.

XYZ file:
```
45
Properties=species:S:1:pos:R:3
S 0.4152 2.6748 -3.3419
S 3.0162 3.3444 -1.8287
O -1.0381 -2.0364 -2.2423
O -0.7364 0.9823 1.1772
O -2.7220 -0.5949 -1.8344
N 0.0452 -3.1303 0.1866
N -2.9892 -3.3270 2.4972
C -3.4412 -1.9383 0.5083
C -1.2985 -2.9730 0.7157
C 1.4349 3.7892 -2.4711
C -2.1528 -2.2295 -0.0913
C 1.0422 -0.4006 0.0012
C 0.0199 0.4898 0.0347
C 1.6033 0.2338 -2.3680
C 1.8288 -0.5505 -1.2056
C 0.4129 -0.8046 2.4820
C 1.1615 -2.7358 0.9391
C 2.0551 5.5691 -1.0551
C 0.5963 1.2651 -2.2174
C 1.3064 -1.2439 1.2726
C 0.9693 4.8725 -1.8147
C -1.8637 -1.5433 -1.4704
C -3.8028 -2.5067 1.8059
C -0.1655 0.6399 2.4989
C -0.2880 1.2290 -1.1292
C -1.7457 -3.5287 1.9456
C 3.2750 4.9637 -1.0430
H -0.9421 -4.0410 2.4426
H 2.6027 -1.3961 -1.2170
H 2.3513 -1.1982 1.5496
H 4.1634 5.2792 -0.6170
H 1.2589 -3.2505 1.8535
H 0.0070 -2.7832 -0.7963
H 0.5854 1.2528 2.9302
H -0.4538 -1.4204 2.4010
H -4.7511 -2.1021 2.3080
H 2.1622 0.2922 -3.2866
H -0.9764 0.6397 3.2739
H -2.4868 -0.4667 -2.8523
H 1.9307 6.6151 -0.6233
H -4.1832 -1.3340 -0.0873
H 0.8417 -0.9986 3.4499
H -0.0482 5.2566 -1.8537
H 2.1004 -2.8162 0.2561
H -1.1002 1.9614 -1.0832
```

Output
charge	0
energy relative to the best compared isomer or geometry (same formula, charge and spin)	427.7	kJ/mol
structure (SMILES)	O=C(O)c1ccncc1NC[C@@H]1CCOc2cc(Sc3cccs3)ccc21
highest occupied orbital energy	-8.34	eV
LUMO level	-0.0023	Eh
HOMO-LUMO gap	0.3041	Eh

[2]
Computed, not measured: a molecular structure, C14H32ClINO2P2Pr in a non-equilibrium geometry, with ωB97M-V/def2-TZVPD.

XYZ file:
```
54
Properties=species:S:1:pos:R:3
Pr 0.0389 -0.7159 -0.7627
I 0.5723 -2.6084 -2.9231
Cl -0.1513 -2.7775 0.9503
P -2.8565 -0.0568 -0.4708
P 2.9238 -0.0987 -0.4638
O -0.1017 2.6339 -4.0142
O 0.0067 0.0916 1.6537
N -1.4466 -0.3081 3.3633
C -1.2479 0.1878 5.7911
C 1.1615 0.0207 4.8871
C -3.8080 1.1283 0.5524
C -3.7403 0.0546 -2.0684
C -1.8506 -0.7292 4.7230
C 3.8690 1.0309 0.6238
C -0.0800 1.9318 -4.9391
C 0.2034 -0.1370 6.0793
C -3.5095 -1.6511 0.1756
C 0.9125 -0.8953 3.6925
C -0.0418 1.1035 -6.1199
C -0.2133 -0.3274 2.8218
C 3.8592 0.0143 -2.0391
C 3.5087 -1.7243 0.1751
H -1.8252 0.0890 6.7206
H 0.5546 0.5336 6.8737
H 4.5632 -1.8428 -0.1109
H -1.3525 1.2381 5.4741
H -4.7751 -0.2960 -1.9497
H -3.2165 -0.5509 -2.8212
H 3.3632 -0.5918 -2.8087
H 3.8619 1.0609 -2.3716
H 2.9136 -2.5433 -0.2510
H -4.5635 -1.7545 -0.1158
H -0.0215 1.6787 -7.0780
H 3.7211 2.0649 0.2848
H -4.8858 0.9033 0.5440
H 1.7969 -0.9414 3.0349
H 3.4975 0.9528 1.6563
H 0.6833 -1.9349 3.9951
H -2.2211 -0.1752 2.7241
H -0.8774 0.3901 -5.9999
H -3.7247 1.1028 -2.3947
H -3.4134 -1.6783 1.2703
H 0.2783 -1.1563 6.4895
H 4.9447 0.7949 0.6026
H -1.5330 -1.7748 4.8592
H -3.6491 2.1393 0.1538
H 2.1634 -0.1953 5.2712
H -3.4401 1.1075 1.5881
H -2.9197 -2.4829 -0.2330
H 4.8903 -0.3376 -1.8917
H 0.8362 0.4565 -5.9507
H -2.9452 -0.6657 4.7930
H 3.4010 -1.7566 1.2687
H 1.1586 1.0680 4.5362
```

Output
charge	+2
highest occupied orbital energy (alpha / beta)	-14.26 / -14.27	eV
LUMO level (alpha / beta)	-0.3049 / -0.3049	Eh
HOMO-LUMO gap (alpha / beta)	0.2193 / 0.2196	Eh
expectation value of S²	2.00
spin multiplicity	3

[3]
Computed, not measured: a gas-phase ion, C11H16N3 (charge +1) in a non-equilibrium geometry, with ωB97M-V/def2-TZVPD.

XYZ file:
```
30
Properties=species:S:1:pos:R:3
N 0.5050 3.8856 1.6062
N 0.6534 1.5905 -0.7322
N -0.4368 1.7888 1.9275
C -1.1546 -0.5066 1.9388
C 0.0272 0.6540 -0.1920
C 0.9412 -2.5239 -2.0675
C -0.1349 -0.6592 -0.9329
C -0.8735 0.6977 1.1168
C -1.3480 -1.1894 -1.2056
C 2.3533 -1.0461 -0.6671
C 0.9768 -1.4206 -1.2317
C -1.4118 -2.3555 -2.0413
C -0.3288 -2.9680 -2.5123
C -0.4093 2.9866 1.3242
H 0.6208 2.5097 -0.3022
H 2.2930 -0.8694 0.3962
H 2.9914 -0.1737 -1.0490
H 1.9258 -2.9786 -2.3124
H -1.8384 -0.3640 2.7633
H 1.1604 3.5419 2.3966
H -1.6333 -1.2576 1.2706
H 0.2730 4.8420 1.5128
H 2.9370 -2.0324 -0.7539
H -2.3545 -2.7265 -2.2545
H -0.4886 -3.7291 -3.3315
H 0.3900 1.6626 2.5316
H -2.3387 -0.6352 -0.9590
H -1.1831 3.2041 0.6260
H -0.3202 -1.0308 2.4831
H -1.7936 1.1031 0.6515
```

Output
charge	+1
energy relative to the best compared isomer or geometry (same formula, charge and spin)	171.0	kJ/mol
structure (SMILES)	[H]/N=C(/c1ccccc1C)[C@@H](C)/[NH+]=C/N
highest occupied orbital energy	-11.82	eV
LUMO level	-0.1465	Eh
HOMO-LUMO gap	0.2880	Eh

[4]
Computed, not measured: a single C13H12ClN5O2 molecule in a non-equilibrium geometry, with ωB97M-V/def2-TZVPD.

XYZ file:
```
33
Properties=species:S:1:pos:R:3
Cl 1.2307 -2.7708 2.4616
O -1.9015 -0.3219 -4.2930
O -0.7542 2.9827 -0.5440
N 0.9525 1.9130 0.4295
N -2.8325 -0.6466 -2.2694
N -1.7314 0.1113 -0.3267
N -3.6609 -0.8691 -0.0097
N -1.9196 0.1011 1.0049
C 1.7504 0.8199 0.8233
C 1.9663 -1.3680 1.7732
C -1.9214 -0.0692 -3.1150
C 3.1386 0.9053 0.6671
C -2.7911 -0.4769 -0.9148
C -0.5866 0.6351 -1.0216
C -1.0126 0.9537 -2.4583
C 3.9113 -0.1736 1.0729
C 3.7632 2.1324 0.0778
C 1.1655 -0.3046 1.3925
C -3.0804 -0.4890 1.1477
C -0.1534 1.9519 -0.3416
C 3.3414 -1.3121 1.6147
H 3.2591 2.4196 -0.8437
H 4.8139 1.9601 -0.1373
H 3.9565 -2.1439 1.9173
H 1.2487 2.8224 0.7661
H 0.2304 -0.0984 -0.9924
H -1.5666 1.9015 -2.4385
H -3.5291 -0.6586 2.1035
H 4.9836 -0.1257 0.9568
H -3.5478 -1.2512 -2.6506
H 3.6927 2.9690 0.7740
H -0.1374 1.0947 -3.0926
H 0.0978 -0.3296 1.5548
```

Output
charge	0
energy relative to the best compared isomer or geometry (same formula, charge and spin)	0.0	kJ/mol
structure (SMILES)	Cc1ccc(Cl)cc1NC(=O)[C@@H]1CC(=O)Nc2ncnn21
highest occupied orbital energy	-9.20	eV
LUMO level	0.0181	Eh
HOMO-LUMO gap	0.3564	Eh

[5]
Computed, not measured: a molecular structure, C9H22N2O2S3 in a non-equilibrium geometry, with ωB97M-V/def2-TZVPD.

XYZ file:
```
38
Properties=species:S:1:pos:R:3
S -0.2170 2.0415 -0.8818
S 3.0946 -0.8350 0.5232
S 2.0998 -1.3653 -1.1729
O -1.3929 2.5680 -1.6041
O 0.9199 3.2174 -0.9358
N -4.8184 -1.4078 0.9003
N -0.4241 -1.5894 -0.1708
C 0.1618 -2.9610 0.2012
C 1.2591 -2.9973 -0.7737
C 1.0897 0.6147 1.7145
C 0.5980 2.1494 1.8679
C -4.1013 -0.1830 0.0745
C -2.8634 -0.8125 -0.6860
C 2.4084 0.7037 1.0176
C -0.5880 2.2605 1.0033
C -1.7990 -1.3540 0.4558
H -4.6138 -2.4935 0.3013
H -2.3232 0.0492 -1.4918
H 1.4550 -0.0418 2.5254
H -1.7862 -0.5154 1.2720
H 0.4916 -2.8009 1.3177
H -1.1846 1.3357 1.0662
H 1.9949 -3.8548 -0.6477
H -0.6630 -3.8477 0.1267
H -2.0966 -2.3132 1.0578
H -0.5024 -1.0519 -1.2717
H -1.4436 2.9792 1.0503
H 3.0614 1.0323 1.9461
H 1.7668 2.5737 -1.4581
H -4.5577 0.2959 -0.7485
H 0.9325 -3.2679 -1.7553
H -3.9856 0.8530 0.6670
H 0.4065 0.1562 1.1048
H 1.3590 2.9877 1.6751
H 2.6641 1.6299 0.2196
H -4.0410 -1.4072 1.9864
H -3.2409 -1.8234 -1.3045
H 0.1578 2.2405 2.8270
```

Output
charge	0
energy relative to the best compared isomer or geometry (same formula, charge and spin)	825.0	kJ/mol
highest occupied orbital energy	-8.21	eV
LUMO level	0.0044	Eh
HOMO-LUMO gap	0.3062	Eh